DFT (wB97M-V/def2-TZVPD) results for a molecular structure, C35H37AsNPScSe4 at a distorted geometry.

Geometry as ORCA input:
```
! wB97M-V def2-TZVPD RIJCOSX def2/J DEFGRID3
* xyz 1 1
Sc -1.962 -0.037 0.883
Se -1.953 -0.440 3.506
Se -1.615 -2.627 2.721
Se -3.520 -3.005 1.457
Se -3.075 -1.925 -0.586
C -5.490 0.967 3.332
N -6.396 0.620 2.210
C -7.275 -0.512 2.586
C -5.646 0.309 0.930
C -4.872 1.501 0.420
C -5.603 2.507 -0.204
C -4.978 3.662 -0.649
C -3.619 3.811 -0.432
C -2.898 2.794 0.180
C -3.477 1.587 0.612
H -6.071 1.293 4.193
H -4.818 1.763 3.028
H -4.900 0.093 3.600
H -6.973 1.439 2.016
H -6.666 -1.408 2.687
H -8.022 -0.675 1.811
H -7.770 -0.302 3.531
H -6.395 -0.001 0.201
H -4.993 -0.537 1.140
H -6.669 2.382 -0.373
H -5.540 4.435 -1.155
H -3.109 4.708 -0.763
H -1.832 2.967 0.324
C 2.193 -0.893 -0.706
C 3.342 0.098 -0.694
As 5.100 -0.637 -1.297
C 4.893 -2.327 -0.325
C 4.549 -3.544 -0.902
C 4.355 -4.668 -0.110
C 4.498 -4.585 1.267
C 4.852 -3.377 1.852
C 5.057 -2.259 1.058
C 4.619 -1.177 -3.110
C 3.551 -0.622 -3.809
C 3.308 -0.974 -5.129
C 4.139 -1.876 -5.775
C 5.228 -2.411 -5.099
C 5.469 -2.056 -3.781
P 0.640 -0.251 0.088
C 0.201 1.204 -0.941
C -0.772 0.946 -1.915
C -1.115 1.914 -2.848
C -0.492 3.152 -2.813
C 0.456 3.427 -1.834
C 0.802 2.465 -0.900
C 1.202 0.430 1.687
C 0.772 1.660 2.184
C 1.091 2.037 3.480
C 1.806 1.178 4.299
C 2.204 -0.064 3.822
C 1.903 -0.440 2.524
H 2.463 -1.811 -0.180
H 1.912 -1.177 -1.722
H 3.522 0.469 0.316
H 3.131 0.959 -1.327
H 4.427 -3.617 -1.976
H 4.084 -5.609 -0.570
H 4.343 -5.461 1.884
H 4.975 -3.308 2.926
H 5.351 -1.318 1.515
H 2.903 0.106 -3.333
H 2.467 -0.538 -5.655
H 3.947 -2.152 -6.803
H 5.893 -3.099 -5.605
H 6.333 -2.461 -3.265
H -1.242 -0.034 -1.962
H -1.864 1.697 -3.598
H -0.746 3.905 -3.547
H 0.938 4.396 -1.807
H 1.534 2.699 -0.138
H 0.190 2.335 1.563
H 0.758 2.995 3.859
H 2.038 1.469 5.314
H 2.733 -0.751 4.470
H 2.198 -1.418 2.159
*
```

Calculated values
**Calculated total energy**: -390595.12807 eV
**HOMO energy**: -10.03 eV
**Energy above the lowest of the compared OMol25 structures with the same formula, charge and spin**: 13.1 kcal per mole
**Orbital gap**: 7.3 eV

Results of the Löwdin charge analysis, in e, for atoms 1 through 8: atom 1 (Sc): 0.297, atom 2 (Se): 0.064, atom 3 (Se): 0.002, atom 4 (Se): -0.021, atom 5 (Se): 0.059, atom 6 (C): 0.001, atom 7 (N): -0.174, atom 8 (C): 0.010

---

DFT (wB97M-V/def2-TZVPD) results for a molecular structure, C4H13ClFeO5P at a distorted geometry.

Geometry as ORCA input:
```
! wB97M-V def2-TZVPD RIJCOSX def2/J DEFGRID3
* xyz 2 6
Fe 2.172 5.363 -0.181
Cl 2.246 3.147 -0.790
C 4.927 0.919 -1.558
O 3.872 0.103 -1.036
H 4.685 1.469 -2.469
H 5.248 1.620 -0.783
H 5.735 0.214 -1.731
H 3.300 0.657 -0.501
C -0.013 -0.119 -0.609
O -1.146 0.069 0.289
P -1.653 -1.122 1.181
O -0.706 -1.410 2.328
O -3.099 -0.774 1.624
C -3.367 0.134 2.726
O -1.868 -2.313 0.214
C -2.551 -2.155 -1.041
H 0.599 0.780 -0.599
H -0.412 -0.327 -1.598
H 0.641 -0.924 -0.276
H -3.312 1.180 2.430
H -2.668 -0.056 3.537
H -4.379 -0.087 3.050
H -1.994 -2.546 -1.891
H -2.765 -1.125 -1.334
H -3.493 -2.695 -0.984
*
```

Calculated values
**Calculated total energy**: -70774.50031 eV
**HOMO energy (spin up / spin down)**: -15.16 / -15.16 eV
**Energy above the lowest of the compared OMol25 structures with the same formula, charge and spin**: 32.4 kcal per mole
**Orbital gap (spin up / spin down)**: 4.8 / 3.7 eV

Results of the Löwdin charge analysis, in e, for atoms 1 through 8: atom 1 (Fe): 1.103, atom 2 (Cl): 0.021, atom 3 (C): -0.161, atom 4 (O): -0.146, atom 5 (H): 0.072, atom 6 (H): 0.071, atom 7 (H): 0.089, atom 8 (H): -0.006

---

DFT (wB97M-V/def2-TZVPD) results for C5H5FO in the gas phase at a distorted geometry.

Geometry as ORCA input:
```
! wB97M-V def2-TZVPD RIJCOSX def2/J DEFGRID3
* xyz 0 1
F -2.826 0.198 0.003
C -1.882 -0.768 0.001
C -0.598 -0.412 0.001
C -0.006 0.981 0.000
C 1.463 0.654 0.002
C 1.593 -0.674 0.002
O 0.399 -1.367 -0.002
H -2.271 -1.746 -0.022
H -0.309 1.550 -0.878
H -0.313 1.523 0.893
H 2.291 1.370 -0.022
H 2.458 -1.307 0.022
*
```

Calculated values
**Calculated total energy**: -10029.29506 eV
**SMILES**: F/C=C1\CC=CO1
**HOMO energy**: -8.28 eV
**Energy above the lowest of the compared OMol25 structures with the same formula, charge and spin**: 18.0 kcal per mole
**Orbital gap**: 9.3 eV

Results of the Löwdin charge analysis, in e, for atoms 1 through 8: atom 1 (F): 0.006, atom 2 (C): -0.074, atom 3 (C): -0.240, atom 4 (C): -0.102, atom 5 (C): -0.065, atom 6 (C): -0.110, atom 7 (O): -0.001, atom 8 (H): 0.109

---

DFT (wB97M-V/def2-TZVPD) results for a molecular structure, C35H26BrIN4O3Zr at a distorted geometry.

Geometry as ORCA input:
```
! wB97M-V def2-TZVPD RIJCOSX def2/J DEFGRID3
* xyz 0 1
Zr -0.439 -0.408 0.347
Br -0.944 7.147 1.301
C -1.320 5.335 1.133
C -2.555 4.694 1.337
C -2.744 3.311 1.097
C -1.718 2.454 0.692
O -1.889 1.171 0.464
C -0.373 3.047 0.704
C 0.702 2.099 0.787
N 0.578 0.969 1.732
C 0.300 1.163 2.965
C 0.749 2.240 3.832
C 0.170 2.405 5.036
C -0.843 1.537 5.463
C -1.392 0.545 4.584
C -2.628 -0.186 4.849
C -3.089 -1.090 3.919
C -2.212 -1.439 2.874
N -1.154 -0.711 2.548
C -0.688 0.250 3.436
C -0.258 4.430 0.896
H -3.392 5.373 1.658
H -3.782 2.898 1.136
H 1.696 2.568 1.013
H 1.570 2.855 3.527
H 0.482 3.227 5.691
H -1.236 1.612 6.491
H -3.171 0.076 5.800
H -4.120 -1.541 3.938
H -2.485 -2.267 2.177
H 0.760 4.838 0.914
C -1.839 -4.524 -0.787
C -0.779 -3.477 -0.547
O -1.299 -2.344 -0.115
C 0.674 -3.662 -0.631
C 1.132 -4.569 -1.587
C 2.446 -4.691 -1.933
C 3.386 -3.906 -1.264
C 3.024 -2.920 -0.315
C 1.677 -2.717 -0.078
O 1.245 -1.629 0.540
H -2.309 -4.938 0.159
H -1.495 -5.341 -1.355
H -2.685 -4.043 -1.313
H 0.421 -5.166 -2.170
H 2.801 -5.423 -2.591
H 4.432 -3.941 -1.554
H 3.818 -2.232 0.084
I -3.770 0.088 -2.225
C -1.791 -0.664 -2.589
C -1.805 -1.780 -3.454
C -0.590 -2.292 -3.895
C 0.574 -1.606 -3.616
C 0.505 -0.317 -2.990
N -0.675 -0.273 -1.996
H -2.747 -2.277 -3.827
H -0.545 -3.230 -4.439
H 1.527 -2.006 -3.717
H 0.128 0.279 -3.917
N 0.843 1.235 -0.436
C 1.637 1.451 -1.423
C 2.260 2.790 -1.589
C 3.080 3.020 -2.641
C 3.247 2.033 -3.645
C 2.669 0.793 -3.577
C 1.837 0.353 -2.432
H 1.853 3.565 -0.932
H 3.674 3.937 -2.731
H 3.772 2.322 -4.569
H 2.910 0.077 -4.361
H 2.182 -0.577 -1.880
*
```

Calculated values
**Calculated total energy**: -128243.68912 eV
**HOMO energy**: -6.72 eV
**Energy above the lowest of the compared OMol25 structures with the same formula, charge and spin**: 46.8 kcal per mole
**Orbital gap**: 5.8 eV

Results of the Löwdin charge analysis, in e, for atoms 1 through 8: atom 1 (Zr): 1.863, atom 2 (Br): 0.741, atom 3 (C): -0.742, atom 4 (C): -0.112, atom 5 (C): -0.011, atom 6 (C): -0.329, atom 7 (O): -0.273, atom 8 (C): -0.125